Here is a 7-piece molecular cluster, C11H36N2O7 overall from OMol25. Energies are from the ωB97M-V functional and the def2-TZVPD basis.

```
56
Properties=species:S:1:pos:R:3:forces:R:3
O -1.411 1.948 3.732 0.22 5.31 -3.28
H -1.026 4.873 2.270 -0.61 -0.60 0.44
H -1.933 -3.511 -2.310 0.19 -0.70 -1.09
H -0.753 3.040 -1.601 -0.14 0.90 -0.36
C -2.108 -2.559 2.374 0.42 0.51 1.84
C -1.447 -2.671 -1.860 -0.76 -1.11 1.25
C -0.796 0.999 -2.222 2.28 2.50 -1.05
H -3.087 -2.638 -0.445 0.48 0.52 -0.81
C 3.758 1.034 -1.339 0.90 1.81 -0.25
H -1.287 2.041 0.657 -0.88 -0.10 -0.25
H -3.301 -1.663 -1.936 -0.54 0.48 -0.27
O -1.472 -0.635 3.654 1.30 -1.35 -0.49
N -1.519 4.163 2.819 -2.02 2.67 1.67
O 0.730 -0.104 1.864 -0.35 1.61 2.41
C 1.771 -1.981 -2.913 -1.02 -1.59 -1.56
C 3.779 2.115 -0.226 1.12 -1.25 -1.35
H 0.207 1.038 -2.742 -1.05 -0.09 0.14
O 2.107 -2.637 -1.718 -0.18 0.68 0.85
H -2.193 4.459 3.560 1.12 -0.31 -1.14
H 0.314 3.317 1.399 -0.76 -0.33 0.49
H 4.581 1.253 -2.020 0.37 -0.37 0.07
O 2.568 1.127 -2.097 -1.05 1.44 2.43
H 2.721 -3.353 -1.872 0.07 -0.16 -0.24
H 0.251 -2.892 -0.901 1.13 0.22 -0.10
H -2.838 -3.062 1.780 -0.68 -0.06 -0.38
H 2.639 -1.627 -3.451 0.37 -0.03 -0.29
H -1.557 1.307 -2.942 -0.10 -0.40 0.14
C -1.102 2.926 2.851 -0.06 -5.92 4.19
H 0.056 -0.906 0.199 1.41 -0.03 -0.51
H 3.815 0.055 -0.942 0.45 -1.11 0.57
H -0.938 -2.056 -2.597 0.23 -0.05 0.08
H 3.498 3.029 -0.680 -0.19 1.10 -0.38
H -2.380 -0.475 1.728 0.31 0.33 -0.23
C -0.677 2.083 -1.135 -1.17 -1.85 0.41
H -0.899 0.015 -1.879 -0.48 -1.14 0.75
H 0.275 2.059 -0.598 0.16 -0.30 -0.23
C 1.052 -0.750 0.714 -1.34 -1.50 -1.32
H 1.151 -2.686 -3.564 0.98 0.80 0.43
H 0.180 -0.726 2.382 -0.02 0.91 0.38
O -1.752 1.878 -0.187 0.89 0.35 -0.34
H -1.168 -2.686 1.898 1.02 -0.31 -0.57
O -0.625 -3.236 -0.826 -0.67 0.05 -0.42
H 1.427 -1.704 1.043 0.47 -0.84 -0.72
N -0.232 2.611 1.911 2.78 -0.16 -2.15
H -2.048 -3.047 3.379 -0.10 0.25 -0.82
H 1.119 -1.139 -2.766 -0.09 0.37 0.76
H 2.731 0.757 -2.919 0.38 -1.07 -2.40
H 4.750 2.232 0.297 -0.61 -0.33 -0.39
H 0.199 1.679 1.848 -0.27 -0.07 0.79
H 3.023 1.807 0.417 -1.28 -0.17 1.74
H 1.808 -0.234 0.132 -0.20 0.18 -0.17
H -3.334 -1.005 3.161 0.06 0.03 -1.12
C -2.351 -1.075 2.629 -2.02 -0.46 2.06
C -2.590 -1.966 -1.194 0.23 -0.12 1.18
H -1.537 0.307 3.856 -0.16 0.42 -0.54
H -2.158 -1.131 -0.651 -0.52 0.44 0.16
```
Positions in Å, forces in eV/Å.

Computed properties:
E_tot = -1076.79522 Eh
Lowest unoccupied orbital energy = 0.42 eV
HOMO energy = -9.059 eV



Here is a 7-piece molecular cluster, C11H36O7 overall from OMol25. Energies are from the ωB97M-V functional and the def2-TZVPD basis.

```
54
Properties=species:S:1:pos:R:3:forces:R:3
H 4.443 1.760 -1.008 -0.04 0.03 0.07
H -2.403 4.288 -0.066 -0.19 -0.05 0.16
O 3.073 1.369 0.430 0.38 0.51 0.42
H 0.053 -3.863 -1.150 0.02 0.03 0.00
C -3.368 -1.980 -2.586 -0.56 -0.44 -0.10
H -0.540 0.000 -2.860 0.11 -0.08 -0.05
H -1.394 -1.960 2.810 0.07 -0.12 -0.23
O 0.600 -3.104 -0.924 -0.43 0.01 -0.21
H 1.857 3.651 1.725 0.29 -0.15 0.06
H -0.458 -4.147 4.703 -0.29 -0.04 0.08
O 2.713 5.545 1.943 -0.42 0.33 -0.28
H -2.851 -2.894 -2.888 0.18 -0.06 0.59
H 3.938 0.085 -0.945 -0.16 -0.02 -0.13
H 2.329 -4.256 -1.089 -0.11 -0.01 -0.07
H -4.104 -2.167 -1.802 0.04 -0.27 -0.10
H 3.154 5.335 2.767 0.04 -0.19 0.03
C -2.440 -0.873 -2.149 1.01 0.41 -0.83
H -0.305 0.052 2.053 -0.23 0.28 -0.03
H 2.540 -2.511 -1.071 -0.21 -0.04 0.23
H -1.810 -0.332 -4.081 0.36 0.10 -0.16
H 1.569 0.940 -1.704 0.11 -0.20 0.08
H -0.768 0.400 0.315 -0.33 -0.15 0.40
O -0.907 -3.870 2.134 -0.19 -0.14 -0.15
H 1.998 -3.247 -2.529 -0.52 -0.20 0.00
C -0.604 -3.118 4.375 -0.04 0.05 -0.12
H 0.466 -1.378 0.158 0.29 -0.21 -0.02
H -0.903 -1.694 -3.429 0.40 0.13 0.05
H -1.252 3.099 0.521 -0.18 0.06 0.04
H -2.005 -1.066 -1.165 -0.13 -0.20 -0.02
H -1.027 -2.505 5.172 -0.09 -0.20 0.08
H 2.551 0.637 0.776 0.03 -0.35 -0.49
C -1.459 -3.014 3.118 0.49 1.05 0.32
H -2.533 -3.156 3.279 0.10 -0.58 0.15
H 3.480 3.914 0.978 -0.27 -0.38 -0.31
H -3.929 -1.766 -3.506 0.07 0.59 0.15
H 2.293 2.516 -1.888 0.09 0.02 -0.02
C 3.572 1.116 -0.872 -0.36 -0.19 0.09
H 2.825 1.184 -2.928 0.06 0.02 0.08
C -1.963 3.874 0.846 0.81 -0.28 -0.60
C 0.038 0.311 1.052 0.14 -0.18 -0.87
H -1.096 -3.509 1.264 0.03 -0.01 0.02
H -3.737 3.249 1.256 -0.05 -0.11 0.16
C 2.513 1.447 -1.913 -0.05 0.04 -0.18
H 0.509 1.294 1.011 0.25 -0.14 0.39
H 1.953 4.607 0.285 0.32 0.18 -0.13
H -1.348 4.667 1.283 -0.38 -0.06 0.40
C 1.897 -3.314 -1.440 1.10 0.27 0.06
C 2.505 4.350 1.188 0.02 0.24 0.65
H 0.394 -2.723 4.178 -0.04 0.02 -0.17
O -2.911 3.315 1.742 0.03 0.41 -0.17
C -1.296 -0.707 -3.190 -1.33 -0.18 0.40
H -3.684 0.473 -2.783 0.08 0.10 0.14
O 0.970 -0.683 0.596 -0.13 0.45 0.15
O -3.140 0.360 -1.992 -0.16 -0.13 -0.01
```
Positions in Å, forces in eV/Å.

Computed properties:
E_tot = -967.26475 Eh
Lowest unoccupied orbital energy = 0.30 eV
HOMO energy = -9.933 eV



Here is a 9-piece molecular cluster, C11H37F3N14O10 overall from OMol25. Energies are from the ωB97M-V functional and the def2-TZVPD basis.

```
75
Properties=species:S:1:pos:R:3:forces:R:3
N 6.418 -1.871 -0.461 -0.80 -5.09 -0.89
F 3.423 -4.684 3.330 -0.71 0.89 0.27
H 5.447 -1.888 -0.181 0.38 -0.39 -0.27
H -2.180 1.016 -5.477 0.67 0.21 -0.47
C -2.391 -4.643 -2.682 -0.09 2.79 2.01
N 2.593 1.464 -4.462 -1.89 6.25 0.69
C 2.148 -2.783 4.428 0.13 2.89 -2.16
H 3.526 -1.316 -4.797 0.62 -0.21 -0.80
H 1.161 1.608 4.090 -0.68 -0.38 0.55
H -1.814 -3.159 -3.716 -0.50 0.17 -1.00
N -4.546 0.274 -6.978 -4.32 -1.16 -3.95
O 8.429 -0.843 -0.203 -1.43 -0.40 -0.21
H 2.116 -2.441 8.813 -0.77 0.22 0.62
H -5.629 2.977 0.901 -0.03 -0.43 -0.44
O 2.589 -1.757 3.571 -0.39 -3.12 0.58
H -3.076 4.634 -4.257 0.10 -0.01 0.35
N 0.456 2.327 4.010 -2.24 -5.04 3.96
H 0.974 -1.192 8.063 0.11 0.02 0.63
C -3.947 0.693 -5.925 -3.23 -2.80 4.75
O -4.481 0.493 2.280 1.95 -3.94 0.32
H 0.255 -0.351 0.819 0.86 -0.53 0.80
H 3.851 0.048 -5.841 0.25 -0.29 0.32
F 2.290 -5.255 5.051 -1.34 0.26 -0.08
N -2.923 -5.789 -2.806 -1.88 -5.42 -0.44
H -6.012 3.060 3.127 0.16 -0.44 0.19
C 1.873 -1.800 7.966 -0.49 -1.01 0.36
C 1.605 -2.782 6.807 0.28 0.66 0.52
H -0.443 -0.541 -0.644 0.50 -0.49 -0.82
O 2.010 -2.090 5.646 0.75 -1.32 1.43
H 6.963 -2.691 -0.687 -0.80 -0.52 0.36
N -2.775 0.932 -6.289 8.85 3.05 0.40
H -1.350 -0.256 0.593 -0.81 -0.06 0.83
H -4.068 0.704 -7.756 -1.61 -0.59 -0.90
O 0.005 4.299 3.087 0.59 -0.65 0.11
H 3.290 2.086 -4.848 0.08 -0.65 0.22
O -1.459 4.279 -2.309 0.65 -1.04 -0.96
O 1.629 -0.388 -3.894 -3.01 -2.48 2.31
C 0.753 3.329 3.318 -1.56 4.97 -2.45
H 1.802 1.901 -4.012 0.16 0.40 -0.27
H 1.119 -3.068 4.209 -0.40 -0.90 -0.54
N -2.614 5.895 -1.412 -0.43 1.55 1.86
N -5.494 2.193 3.146 -0.97 1.38 3.32
H -3.392 6.539 -1.394 0.44 -0.10 0.21
H 6.856 1.111 -0.072 -0.24 -0.24 0.53
H -5.522 0.018 -6.934 0.16 0.31 -0.49
N 6.408 0.206 -0.087 -0.56 2.88 0.68
F 4.055 -4.186 5.311 0.55 1.03 0.31
N -3.193 5.213 -3.438 -1.80 -0.37 -3.38
H -2.903 -6.360 -1.974 -0.71 -0.10 -0.36
O -2.050 -4.163 -1.642 2.27 0.89 2.99
H 5.493 0.067 0.317 0.21 0.59 -0.13
H -0.433 2.295 4.489 0.40 -0.20 0.03
N 1.950 3.196 2.805 4.19 1.00 -2.83
H -1.919 5.848 -0.681 -0.46 0.25 0.09
H -3.639 -5.787 -3.518 -0.09 -1.22 0.52
C -5.060 1.518 2.123 0.29 -0.02 0.85
H 1.964 -3.785 7.040 1.60 0.09 -0.49
C 2.538 0.181 -4.396 -1.71 2.18 0.50
O -4.306 0.574 -4.756 -0.57 0.89 0.17
C 7.188 -0.879 -0.198 3.23 3.14 0.00
C 2.964 -4.201 4.536 1.19 0.00 -0.55
N -5.245 2.045 0.971 -0.93 2.10 -4.79
H -3.933 5.896 -3.519 0.39 -0.10 0.38
H 2.232 3.837 2.077 -0.17 0.07 0.36
N 3.550 -0.317 -4.948 5.39 -5.17 -2.83
C -2.376 5.069 -2.421 1.16 -0.30 1.47
H 2.731 -1.128 7.977 0.09 -0.18 -1.12
H -2.381 0.582 -7.151 0.08 0.12 0.53
H 2.631 2.473 2.988 -0.48 -0.01 0.27
H 0.568 -3.117 6.792 -0.92 0.91 -0.23
N -2.488 -3.911 -3.749 0.19 2.04 -3.10
H -5.278 1.663 3.979 -0.38 0.81 0.41
H -2.864 -4.405 -4.546 0.86 1.01 -0.60
O -0.470 -0.138 0.227 -0.48 0.85 -0.52
H -5.197 1.425 0.175 0.08 0.51 0.00
```
Positions in Å, forces in eV/Å.

Computed properties:
E_tot = -2259.77777 Eh
Lowest unoccupied orbital energy = -1.40 eV
HOMO energy = -6.168 eV



Here is a 8-piece molecular cluster, C11H39O8 overall from OMol25. Energies are from the ωB97M-V functional and the def2-TZVPD basis.

```
58
Properties=species:S:1:pos:R:3:forces:R:3
H 1.557 2.888 0.909 0.60 0.19 -0.06
H -0.923 -1.549 -3.458 1.12 -0.69 1.07
H -0.574 -0.589 4.581 -2.41 0.37 -1.26
H 3.165 1.732 -0.170 3.06 1.14 -0.05
H -3.714 1.559 0.882 -0.08 -0.53 0.35
O -0.594 -1.871 -2.580 -0.07 0.46 0.06
C -1.659 -0.457 4.094 -0.04 -3.13 -0.81
H -1.623 -0.305 -0.381 0.96 0.53 0.87
C -4.421 1.157 0.156 -0.77 2.45 0.05
O 3.968 -0.426 -1.395 -2.17 -0.47 0.77
H 0.339 -3.296 0.409 0.53 0.00 -0.35
H 2.207 0.063 2.422 1.56 -1.88 0.26
C -3.119 2.068 -1.857 0.97 -1.03 -0.42
H -2.463 2.591 -1.132 -0.42 -0.20 -0.26
H 0.894 3.860 2.363 0.35 -3.12 -1.10
H -1.757 1.078 3.181 -1.32 12.34 4.03
H 1.104 -2.479 -3.526 1.91 1.23 -4.93
H 1.405 1.760 2.387 -2.42 3.24 -1.72
C 2.262 1.065 -2.284 -0.02 2.33 4.01
C 0.695 -2.474 -2.636 -1.38 -3.93 2.07
H -5.288 1.938 0.136 1.88 -0.64 -0.81
H 5.165 1.645 -0.232 -1.52 0.74 -0.97
H -0.170 -0.998 0.035 -1.03 2.04 2.59
H -2.069 -1.546 3.649 1.21 2.78 1.90
H -2.389 -0.025 4.861 1.01 -0.67 -1.16
C 4.208 1.932 -0.792 -3.85 -2.14 1.15
C -0.566 -3.824 0.642 -0.63 -2.59 -0.81
H 4.891 -0.585 -1.431 1.33 -0.25 -0.05
H 4.073 2.914 -1.241 0.69 0.19 0.38
O -2.945 -0.340 -1.112 0.82 -1.60 -2.04
O -1.521 -2.976 1.051 -4.18 3.85 1.41
H -4.657 0.517 -1.692 -0.55 -0.19 -1.45
H 3.734 -0.928 1.862 1.84 0.34 1.18
O -0.726 -0.167 0.342 1.92 -4.19 -11.21
H 2.321 -1.834 2.477 0.48 0.10 1.69
H -1.142 0.156 1.034 -2.38 1.53 7.53
H -2.981 -0.929 -2.001 0.15 2.23 3.16
H 0.747 -3.645 -2.594 -1.34 1.54 0.63
H -5.059 0.372 0.435 0.02 -1.72 1.10
C 3.725 0.901 -1.852 2.26 1.08 -1.61
H 1.688 0.902 -1.282 0.49 0.62 -1.60
H 1.945 0.308 -2.857 -0.80 -3.04 -2.35
H 4.417 0.978 -2.704 -0.47 0.28 -0.34
O 2.166 -1.085 0.785 2.54 0.60 -6.52
H -1.021 -4.467 -0.161 1.26 0.36 0.20
C 0.872 2.786 1.737 2.37 0.93 2.44
H -0.525 3.211 0.377 0.62 -1.26 2.06
O -1.665 0.334 2.861 1.56 -11.57 -2.93
C 2.703 -0.928 2.030 -2.67 1.30 1.06
H 1.499 -2.274 -1.965 -0.20 1.49 1.21
C -3.787 0.845 -1.183 -0.72 1.02 -0.08
H -3.887 2.790 -2.235 0.80 -0.77 0.14
H -0.527 -4.369 1.535 1.99 -2.15 0.74
H -2.143 -3.378 1.713 1.11 0.55 -1.25
H 1.906 2.001 -2.801 0.96 -0.64 0.89
H -2.407 1.658 -2.663 -1.28 0.95 0.79
H 3.044 -0.916 0.087 -3.95 -0.56 1.93
O -0.402 2.640 1.209 -1.70 0.15 -1.61
```
Positions in Å, forces in eV/Å.

Computed properties:
E_tot = -1043.79977 Eh
Lowest unoccupied orbital energy = -2.35 eV
Net charge = +1
HOMO energy = -12.155 eV



The lowest HOMO energy belongs to which entry?
C11H39O8



Which of these has the highest E_tot?
C11H36O7